A cluster of 6 separate species, C8H15Cl15NOPS in total, computed with the ωB97M-V functional and the def2-TZVPD basis.

Structure (XYZ):
```
42
Properties=species:S:1:pos:R:3:forces:R:3
N 0.398 0.652 -0.985 -0.2 0.2 0.0
C -0.960 1.185 -1.035 0.0 0.4 0.2
C -1.982 0.513 -0.127 -0.2 -0.4 -0.3
O -1.956 1.130 1.164 0.2 0.0 0.0
C -2.168 0.258 2.235 -0.3 0.2 0.3
P -0.645 -0.620 2.735 0.1 -0.6 -0.2
S -0.204 -2.285 1.812 0.0 0.2 0.1
H 0.515 -0.130 -1.612 -0.1 -0.1 0.1
H 0.649 0.357 -0.048 0.0 0.0 -0.1
H -0.930 2.240 -0.726 0.0 -0.1 -0.2
H -1.321 1.177 -2.069 0.1 -0.1 0.2
H -1.760 -0.558 -0.027 0.0 0.2 -0.1
H -2.997 0.605 -0.540 0.1 0.1 0.1
H -2.490 0.859 3.096 0.0 -0.1 -0.1
H -2.944 -0.496 2.045 0.1 0.1 0.0
H 0.323 0.389 2.656 0.0 0.1 0.1
H -0.823 -0.796 4.114 0.0 0.1 0.1
Cl 1.204 -2.181 -2.803 0.0 -0.1 -0.1
C 0.803 -3.385 -1.570 0.1 0.2 0.1
Cl -0.614 -4.321 -2.025 0.0 0.0 0.0
Cl 2.202 -4.417 -1.282 0.0 -0.2 0.0
H 0.584 -2.856 -0.648 0.0 0.0 0.0
Cl -5.727 0.886 2.685 0.0 0.0 0.0
C -6.204 -0.434 3.755 0.0 0.0 0.0
Cl -7.650 -1.238 3.161 0.0 0.0 0.0
Cl -4.882 -1.587 3.965 0.0 0.0 0.0
H -6.429 -0.009 4.724 0.0 0.0 0.0
Cl 5.120 -1.238 0.370 0.1 0.0 0.0
C 4.742 -2.870 0.916 -0.1 0.1 -0.1
Cl 6.161 -3.691 1.571 0.0 0.1 0.0
Cl 3.421 -2.822 2.077 0.0 -0.1 0.1
H 4.401 -3.425 0.054 0.0 0.0 0.0
Cl 3.014 1.975 -1.090 0.1 0.1 0.1
C 4.498 2.839 -0.694 -0.1 -0.1 -0.1
Cl 4.505 3.336 0.998 0.0 0.0 0.1
Cl 5.922 1.864 -1.066 0.1 0.0 0.0
H 4.540 3.732 -1.303 0.0 0.0 0.0
Cl 0.959 4.341 -5.482 0.0 0.0 0.0
C -0.117 3.038 -4.984 0.0 0.0 0.0
Cl 0.799 1.662 -4.372 0.0 0.0 0.0
Cl -1.286 3.610 -3.791 0.0 0.0 0.0
H -0.670 2.712 -5.855 0.0 0.0 0.0
```
Positions in Å, forces in eV/Å.

## Properties
Molecular weight in Da: 736.1
SMILES string: NCCOC[PH2]=S.ClC(Cl)Cl.ClC(Cl)Cl.ClC(Cl)Cl.ClC(Cl)Cl.ClC(Cl)Cl
F_max in eV/A: 0.69
Frontier orbital gap in Ha: 0.345
E_tot in hartree: -8086.1919
Net charge: 0
Spin multiplicity: 1